{
  "formula": "C49H49CsN12O6Te2",
  "method": "ωB97M-V/def2-TZVPD",
  "elements": ["Cs", "O", "C", "C", "C", "C", "C", "C", "C", "O", "N", "N", "C", "C", "C", "C", "C", "C", "N", "H", "H", "H", "H", "H", "H", "H", "H", "H", "H", "N", "C", "C", "C", "C", "C", "C", "C", "C", "N", "C", "H", "H", "H", "H", "H", "H", "H", "H", "C", "Te", "C", "H", "H", "H", "H", "H", "H", "N", "C", "N", "C", "C", "C", "C", "C", "C", "H", "H", "H", "H", "H", "H", "C", "C", "C", "C", "N", "C", "N", "N", "N", "H", "H", "H", "H", "H", "H", "H", "H", "H", "H", "Te", "C", "C", "C", "C", "C", "C", "H", "H", "H", "H", "H", "O", "C", "O", "C", "C", "C", "C", "C", "C", "N", "O", "O", "H", "H", "H", "H"],
  "xyz": [[0.44025, -0.32803, -1.43258], [-3.37864, -1.08280, -6.13649], [-2.49980, -0.21229, -6.68740], [-3.05778, 0.73373, -7.58811], [-2.18638, 1.47080, -8.35114], [-0.76061, 1.29817, -8.14206], [-0.28287, 0.53872, -7.14619], [-1.15987, -0.15472, -6.30756], [-0.63081, -0.84225, -5.09462], [0.46997, -0.42730, -4.63370], [-1.39036, -1.85080, -4.58825], [-0.80567, -2.46513, -3.56535], [-1.03653, -3.71461, -3.31181], [-0.43643, -4.25082, -2.08448], [-1.03618, -5.40186, -1.44944], [-0.53642, -5.83630, -0.26165], [0.55994, -5.14398, 0.34188], [1.01703, -4.00985, -0.29242], [0.56131, -3.62279, -1.49872], [-2.82076, -1.65666, -5.48729], [-4.13332, 0.77737, -7.65658], [-2.49966, 2.21485, -9.09679], [-0.09529, 1.87208, -8.80074], [0.77611, 0.49785, -6.92155], [-1.64617, -4.31975, -4.00594], [-1.96373, -5.77663, -1.83453], [-0.97581, -6.67321, 0.23273], [1.00330, -5.54096, 1.27936], [1.73619, -3.30885, 0.13389], [0.66208, 1.38462, 2.52122], [1.00100, 2.52658, 3.18279], [1.84181, 2.54712, 4.28948], [2.17969, 3.76395, 4.97168], [1.72463, 4.96513, 4.44700], [0.77925, 4.96709, 3.39132], [0.26566, 6.13788, 2.86807], [-0.54757, 6.14156, 1.76776], [-0.80427, 4.92002, 1.15233], [-0.35469, 3.75055, 1.61490], [0.36913, 3.74696, 2.76899], [1.21510, 0.54354, 2.60538], [0.13813, 1.56914, 1.64595], [2.29947, 1.60571, 4.62081], [2.84978, 3.76540, 5.84763], [2.09500, 5.90757, 4.80467], [0.50916, 7.05014, 3.40790], [-0.88204, 7.07959, 1.33604], [-1.51576, 4.89877, 0.30293], [-4.96830, 1.03916, 1.81860], [-3.46814, 2.65162, 1.77640], [-3.15086, 2.57623, 3.91695], [-5.44039, 1.07201, 0.84661], [-5.73043, 1.25579, 2.58959], [-4.40239, 0.11806, 2.00774], [-4.04039, 2.20992, 4.39526], [-2.96585, 3.59686, 4.21488], [-2.31441, 1.88266, 4.11976], [-3.04505, 3.02235, -3.51890], [-1.81221, 2.67440, -3.09630], [-1.75617, 1.50888, -2.49481], [-3.06294, 1.02292, -2.53263], [-3.49987, -0.22273, -2.20056], [-4.77163, -0.55937, -2.70479], [-5.70103, 0.42956, -3.11494], [-5.24196, 1.74674, -3.35988], [-3.91628, 1.97446, -3.16473], [-3.28882, 3.78077, -4.10636], [-0.95692, 3.34325, -3.22895], [-2.86407, -0.94577, -1.69274], [-5.11711, -1.58439, -2.76152], [-6.76606, 0.17604, -3.27419], [-5.94003, 2.46965, -3.71686], [-1.36295, -5.57001, 4.44955], [-2.31989, -4.46391, 4.83858], [-3.72736, -4.74612, 4.26644], [-1.82356, -3.01131, 4.59440], [-1.39608, -2.68586, 3.21122], [-0.45788, -1.88598, 2.64197], [-0.75863, -1.71129, 1.37201], [-1.94780, -2.34704, 1.13131], [-2.34857, -2.91803, 2.25768], [-1.56504, -6.49332, 4.97606], [-0.28200, -5.31792, 4.67284], [-1.44425, -5.77140, 3.32814], [-2.42705, -4.49959, 5.92523], [-3.74443, -4.89174, 3.14147], [-4.52711, -4.03124, 4.55492], [-4.03666, -5.78062, 4.64781], [-0.91852, -2.81997, 5.20525], [-2.56979, -2.28134, 4.94204], [0.48299, -1.52410, 3.07353], [2.03914, 3.24501, -1.80792], [3.89024, 4.07894, -2.47796], [4.51127, 5.09636, -1.71503], [5.76936, 5.60000, -2.07658], [6.27849, 5.25304, -3.34317], [5.60453, 4.29298, -4.15414], [4.49952, 3.62327, -3.64581], [4.03479, 5.29087, -0.78295], [6.32978, 6.14961, -1.29351], [7.23092, 5.69905, -3.65047], [5.93356, 3.96675, -5.14788], [4.00530, 2.73518, -4.07774], [2.44699, -0.88502, 3.17044], [2.88225, -1.35452, 2.03274], [2.31026, -1.39502, 0.93367], [4.31812, -1.84496, 2.16496], [5.08849, -2.21323, 1.06522], [6.45083, -2.54926, 1.24289], [6.96998, -2.73319, 2.49360], [6.02615, -2.59918, 3.57834], [4.82718, -2.03107, 3.46357], [6.23956, -3.24057, 4.85941], [5.48433, -2.91515, 5.77169], [7.19985, -4.04652, 4.85613], [4.64571, -2.27525, 0.03740], [7.05883, -2.66017, 0.33453], [8.00500, -3.09093, 2.70516], [4.25891, -1.74058, 4.35596]],
  "lowdin_charge": [0.68, 0.00, -0.28, -0.04, -0.10, -0.12, -0.06, -0.09, -0.46, -0.10, -0.01, -0.04, -0.11, -0.28, -0.05, -0.10, -0.07, -0.15, 0.07, 0.08, 0.10, 0.09, 0.09, 0.12, 0.11, 0.09, 0.08, 0.10, 0.08, 0.16, -0.26, -0.03, -0.09, -0.08, -0.18, -0.05, -0.07, -0.19, 0.08, -0.16, 0.04, 0.09, 0.10, 0.10, 0.09, 0.11, 0.10, 0.10, -0.45, 1.08, -0.45, -0.03, -0.01, -0.01, -0.02, -0.02, 0.00, 0.12, -0.17, 0.05, -0.26, -0.02, -0.08, -0.09, -0.05, -0.19, 0.14, 0.08, 0.10, 0.09, 0.10, 0.09, -0.09, -0.44, -0.11, -0.10, -0.08, -0.12, 0.00, 0.00, 0.04, 0.06, 0.10, 0.09, 0.12, 0.07, 0.07, 0.08, 0.13, 0.12, 0.10, 0.45, -0.73, -0.19, -0.13, -0.14, -0.12, -0.20, 0.05, 0.09, 0.07, 0.09, 0.08, -0.12, -0.59, -0.10, -0.09, 0.01, -0.08, -0.01, -0.18, 0.04, -0.33, 0.06, 0.03, 0.14, 0.11, 0.12, 0.14],
  "relative_energy_kj_mol": 72.9,
  "e_lumo_ev": 3.010,
  "e_homo_ev": -1.35,
  "total_charge": -2
}